Record 1
C3H3NO | wB97M-V/def2-TZVPD

Its energy relative to the best compared isomer or geometry (same formula, charge and spin) is 198.0 kJ/mol. The calculation puts the molecular weight at 69.06 g/mol. The frontier orbital gap comes out at 9.6452 eV. The LUMO energy is -0.855 eV. Its electronic energy is -6694.4396 eV. Its SMILES is CC(=O)C#N.

Geometry as ORCA input:
```
! wB97M-V def2-TZVPD RIJCOSX def2/J DEFGRID3
* xyz 0 1
C 0.34873 0.09564 -0.57467
H -1.73389 -0.59272 -0.59396
N 2.73517 -0.27165 0.57576
C -1.01335 -0.18969 0.11937
O 0.08915 1.18157 -1.02119
H -1.44660 0.74150 0.56087
H -0.70592 -0.82377 0.91896
C 1.72670 -0.14088 0.01486
*
```



Record 2
C3H3NO | wB97M-V/def2-TZVPD

Its energy relative to the best compared isomer or geometry (same formula, charge and spin) is 249.9 kJ/mol. The calculation puts the molecular weight at 69.06 g/mol. The frontier orbital gap comes out at 9.1150 eV. The LUMO energy is 1.058 eV. Its electronic energy is -6693.9021 eV.

Geometry as ORCA input:
```
! wB97M-V def2-TZVPD RIJCOSX def2/J DEFGRID3
* xyz 0 1
H 0.37478 2.70430 0.46135
C 0.70777 1.68624 0.55104
C -0.31014 -0.07804 -0.79769
C -1.25750 -2.86440 -0.29684
H 1.44263 1.43850 1.29547
N 0.29059 0.80248 -0.24653
H -0.06263 -0.50533 -1.75047
O -1.18548 -3.18376 0.78368
*
```



Record 3
C3H3NO | wB97M-V/def2-TZVPD

Its energy relative to the best compared isomer or geometry (same formula, charge and spin) is 21.1 kJ/mol. The calculation puts the molecular weight at 69.06 g/mol. The frontier orbital gap comes out at 10.9723 eV. The LUMO energy is -0.327 eV. Its electronic energy is -6696.2733 eV. Its SMILES is CC(=O)C#N.

Geometry as ORCA input:
```
! wB97M-V def2-TZVPD RIJCOSX def2/J DEFGRID3
* xyz 0 1
H -1.79944 0.47388 0.21881
C -0.94966 -0.20625 0.14224
H -1.13846 -0.93774 -0.65219
C 0.28081 0.58372 -0.20145
O 0.29094 1.72771 -0.57948
H -0.81272 -0.76141 1.07514
N 2.56223 -0.72803 0.05791
C 1.56630 -0.15188 -0.06097
*
```



Record 4
C3H3NO | wB97M-V/def2-TZVPD

Its energy relative to the best compared isomer or geometry (same formula, charge and spin) is 444.8 kJ/mol. The calculation puts the molecular weight at 69.06 g/mol. The frontier orbital gap comes out at 9.3783 eV. The LUMO energy is -0.598 eV. Its electronic energy is -6691.8820 eV. Its SMILES is O=C[C@@H]1C=N1.

Geometry as ORCA input:
```
! wB97M-V def2-TZVPD RIJCOSX def2/J DEFGRID3
* xyz 0 1
C -0.89986 0.24257 -0.31099
C 0.50859 -0.37559 -0.70748
C 0.87444 -0.13529 0.74458
H -0.71147 1.01774 0.54674
H 0.54064 -1.24859 -1.24917
H 0.51329 -0.42753 1.72710
O -2.06140 0.09804 -0.73602
N 1.23579 0.82864 -0.01477
*
```



Record 5
C3H3NO | wB97M-V/def2-TZVPD

Its energy relative to the best compared isomer or geometry (same formula, charge and spin) is 39.9 kJ/mol. The calculation puts the molecular weight at 69.06 g/mol. The frontier orbital gap comes out at 10.5570 eV. The LUMO energy is 1.051 eV. Its electronic energy is -6696.0781 eV. Its SMILES is c1cocn1.

Geometry as ORCA input:
```
! wB97M-V def2-TZVPD RIJCOSX def2/J DEFGRID3
* xyz 0 1
H 0.21699 0.89285 -1.87745
H -1.59426 -0.44827 1.51726
O 0.37141 -0.56615 1.02999
C 0.10993 0.48197 -0.88479
C -0.82707 0.04168 0.94483
H 1.83092 -0.88073 -0.47682
N -1.01572 0.74265 -0.12131
C 0.91586 -0.37035 -0.21775
*
```



Record 6
C3H3NO | wB97M-V/def2-TZVPD

Its energy relative to the best compared isomer or geometry (same formula, charge and spin) is 254.3 kJ/mol. The calculation puts the molecular weight at 69.06 g/mol. The frontier orbital gap (spin up / spin down) comes out at 7.4655 / 7.5164 eV. The LUMO energy (spin up / spin down) is 0.809 / -4.388 eV. Its electronic energy is -6689.9859 eV. Its expectation value of S² is 2.0106.

Geometry as ORCA input:
```
! wB97M-V def2-TZVPD RIJCOSX def2/J DEFGRID3
* xyz 0 3
N 1.11039 -1.84155 0.12511
O 0.96965 1.72216 -0.15099
C 0.27231 -1.06757 0.07038
H -0.80091 0.54760 0.83737
C 1.93593 1.14262 -0.05205
C -0.85394 -0.16312 0.01323
H -1.78699 -0.72065 0.08902
H -0.84644 0.38052 -0.93207
*
```



Record 7
C3H3NO | wB97M-V/def2-TZVPD

Its energy relative to the best compared isomer or geometry (same formula, charge and spin) is 228.8 kJ/mol. The calculation puts the molecular weight at 69.06 g/mol. The frontier orbital gap (spin up / spin down) comes out at 6.5850 / 9.4765 eV. The LUMO energy (spin up / spin down) is 0.664 / -2.959 eV. Its electronic energy is -6690.2495 eV. Its expectation value of S² is 2.0108.

Geometry as ORCA input:
```
! wB97M-V def2-TZVPD RIJCOSX def2/J DEFGRID3
* xyz 0 3
H -0.34196 1.21188 0.70709
O -1.99984 -0.07930 -1.08504
C 0.73155 1.30445 0.89929
H 0.16696 -2.10920 -0.94228
C -0.99955 -0.57652 -0.80339
N 1.60134 1.74159 1.51333
C 0.14957 -1.02234 -0.56123
H 0.69194 -0.47056 0.27223
*
```



Record 8
C3H3NO2 | wB97M-V/def2-TZVPD

Its energy relative to the best compared isomer or geometry (same formula, charge and spin) is 565.7 kJ/mol. The calculation puts the molecular weight at 85.06 g/mol. The frontier orbital gap comes out at 9.8287 eV. The LUMO energy is 0.447 eV. Its electronic energy is -8739.2678 eV. Its SMILES is C1=NO1.C=C=O.

Geometry as ORCA input:
```
! wB97M-V def2-TZVPD RIJCOSX def2/J DEFGRID3
* xyz 0 1
N 2.16540 0.18660 -1.07260
O -0.42676 -1.60716 0.26014
C -1.13511 -0.73537 -0.02269
H 2.14111 -0.70564 0.89412
H -2.90892 0.46624 -0.19639
C -1.83246 0.34342 -0.05592
O 1.26135 0.99082 0.05386
H -1.21685 1.16585 0.01205
C 1.95224 -0.10475 0.12744
*
```



Record 9
C3H3NO2 | wB97M-V/def2-TZVPD

Its energy relative to the best compared isomer or geometry (same formula, charge and spin) is 224.5 kJ/mol. The calculation puts the molecular weight at 85.06 g/mol. The frontier orbital gap comes out at 11.1053 eV. The LUMO energy is 0.090 eV. Its electronic energy is -8742.8046 eV. Its SMILES is N#C[C@@H](O)C=O.

Geometry as ORCA input:
```
! wB97M-V def2-TZVPD RIJCOSX def2/J DEFGRID3
* xyz 0 1
H 0.60164 0.70474 1.47537
H -0.78567 1.38352 -0.79877
O -0.09500 1.67949 -0.17160
N 1.57524 -1.35182 -0.77054
C 1.30409 -0.34222 -0.26683
H -0.67290 -1.52179 0.74897
O -1.46124 -0.45345 -0.80272
C 0.30430 0.51462 0.43729
C -0.74696 -0.59829 0.15781
*
```



Record 10
C3H3NO2 | wB97M-V/def2-TZVPD

Its energy relative to the best compared isomer or geometry (same formula, charge and spin) is 104.1 kJ/mol. The calculation puts the molecular weight at 85.06 g/mol. The frontier orbital gap comes out at 11.3372 eV. The LUMO energy is 0.482 eV. Its electronic energy is -8744.0524 eV. Its SMILES is CC(=O)N=C=O.

Geometry as ORCA input:
```
! wB97M-V def2-TZVPD RIJCOSX def2/J DEFGRID3
* xyz 0 1
C -2.14881 -0.43743 -0.14354
O 0.11720 1.69183 0.85982
N -1.06314 0.09611 -0.19535
H 2.17419 0.67686 0.12731
O -3.14910 -0.97460 -0.28805
C 0.12652 0.69712 0.24488
H 1.33568 -0.55259 -1.16139
C 1.30682 -0.12483 -0.06897
H 1.30064 -1.07247 0.62529
*
```



Record 11
C3H3NO2 | wB97M-V/def2-TZVPD

Its energy relative to the best compared isomer or geometry (same formula, charge and spin) is 353.4 kJ/mol. The calculation puts the molecular weight at 85.06 g/mol. The frontier orbital gap comes out at 10.3227 eV. The LUMO energy is 0.609 eV. Its electronic energy is -8741.4681 eV. Its SMILES is O=c1cc[nH]o1.

Geometry as ORCA input:
```
! wB97M-V def2-TZVPD RIJCOSX def2/J DEFGRID3
* xyz 0 1
C -0.81693 -0.23283 -1.00668
O -1.17652 -0.68005 -2.02422
O -1.38009 0.18630 0.11427
H 1.55972 -0.74412 -1.11264
C 0.69266 -0.23584 -0.55813
H -0.77321 -0.03790 1.86653
N -0.44969 0.64932 1.03270
H 1.59222 0.78096 1.12282
C 0.75183 0.31416 0.56534
*
```



Record 12
C3H3NO2 | wB97M-V/def2-TZVPD

Its energy relative to the best compared isomer or geometry (same formula, charge and spin) is 180.4 kJ/mol. The calculation puts the molecular weight at 85.06 g/mol. The frontier orbital gap comes out at 11.3464 eV. The LUMO energy is -0.372 eV. Its electronic energy is -8743.2618 eV. Its SMILES is COC(=O)C#N.

Geometry as ORCA input:
```
! wB97M-V def2-TZVPD RIJCOSX def2/J DEFGRID3
* xyz 0 1
O 0.73840 -0.56030 0.03603
O -1.10263 -1.84417 -0.13979
C -0.87214 -0.06276 -1.62786
C 0.72159 0.50778 0.99645
H -0.21748 0.50063 1.55805
C -0.44477 -0.91052 -0.49359
H 1.54742 0.30876 1.67946
H 0.86535 1.47508 0.50516
N -1.23574 0.58550 -2.51392
*
```